Computed, not measured: a 9-piece molecular cluster, C15H51N9O9 overall, with ωB97M-V/def2-TZVPD.

Values from the calculation:
- lowest unoccupied orbital energy (eV) = 0.1
- Kohn-Sham gap (Ha) = 0.34075
- SMILES = COC[C@H](C)N.COC[C@H](C)N.COC[C@H](C)N.NC(N)=O.NC(N)=O.NC(N)=O.O.O.O
- energy above the lowest of the compared OMol25 structures with the same formula, charge and spin (kcal per mole) = 91.5
- multiplicity = 1

Bonds (Å) are listed after each position.
CARTESIAN COORDINATES (ANGSTROEM)
1 C 20.874 15.497 -12.588  O2 1.433, H7 1.090, H8 1.090, H9 1.090
2 O 19.783 15.036 -13.395  C1 1.433, C3 1.420
3 C 19.524 13.642 -13.323  O2 1.420, C4 1.548, H10 1.090, H11 1.090
4 C 18.234 13.329 -14.119  C3 1.548, C5 1.496, N6 1.476, H12 1.090
5 C 16.955 13.949 -13.655  C4 1.496, H13 1.090, H14 1.090, H15 1.090
6 N 18.035 11.871 -14.019  C4 1.476, H16 1.010, H17 1.010
7 H 20.644 15.280 -11.545  C1 1.090
8 H 20.966 16.562 -12.805  C1 1.090
9 H 21.824 15.016 -12.821  C1 1.090
10 H 20.211 13.034 -13.911  C3 1.090
11 H 19.462 13.464 -12.249  C3 1.090
12 H 18.301 13.418 -15.204  C4 1.090
13 H 16.208 13.875 -14.446  C5 1.090
14 H 17.073 15.017 -13.473  C5 1.090
15 H 16.605 13.548 -12.703  C5 1.090
16 H 17.264 11.645 -14.631  N6 1.010
17 H 18.824 11.284 -14.247  N6 1.010
18 C 22.023 10.822 -9.654  O19 1.410, H24 1.090, H25 1.090, H26 1.090
19 O 22.784 11.853 -9.063  C18 1.410, C20 1.373
20 C 24.069 11.916 -9.544  O19 1.373, C21 1.512, H27 1.090, H28 1.090
21 C 25.090 12.857 -8.948  C20 1.512, C22 1.512, N23 1.454, H29 1.090
22 C 24.669 14.310 -8.935  C21 1.512, H30 1.090, H31 1.090, H32 1.090
23 N 26.331 12.794 -9.704  C21 1.454, H33 1.010, H34 1.010
24 H 22.247 9.823 -9.279  C18 1.090
25 H 22.145 10.764 -10.735  C18 1.090
26 H 20.938 10.917 -9.661  C18 1.090
27 H 24.505 10.918 -9.534  C20 1.090
28 H 23.998 12.217 -10.590  C20 1.090
29 H 25.360 12.563 -7.934  C21 1.090
30 H 24.589 14.662 -9.963  C22 1.090
31 H 25.438 14.995 -8.578  C22 1.090
32 H 23.778 14.465 -8.325  C22 1.090
33 H 26.165 13.094 -10.655  N23 1.010
34 H 26.964 13.491 -9.338  N23 1.010
35 C 22.733 5.638 -16.452  O36 1.478, H41 1.090, H42 1.090, H43 1.090
36 O 21.792 6.752 -16.690  C35 1.478, C37 1.421
37 C 20.534 6.506 -16.076  O36 1.421, C38 1.575, H44 1.090, H45 1.090
38 C 20.533 6.736 -14.518  C37 1.575, C39 1.528, N40 1.522, H46 1.090
39 C 19.111 6.643 -13.966  C38 1.528, H47 1.090, H48 1.090, H49 1.090
40 N 20.917 8.199 -14.346  C38 1.522, H50 1.010, H51 1.010
41 H 22.448 4.778 -17.058  C35 1.090
42 H 22.764 5.163 -15.471  C35 1.090
43 H 23.716 6.093 -16.567  C35 1.090
44 H 19.787 7.198 -16.465  C37 1.090
45 H 20.193 5.543 -16.454  C37 1.090
46 H 21.172 6.040 -13.975  C38 1.090
47 H 18.504 7.501 -14.251  C39 1.090
48 H 19.075 6.438 -12.896  C39 1.090
49 H 18.614 5.717 -14.257  C39 1.090
50 H 21.076 8.403 -13.370  N40 1.010
51 H 21.799 8.382 -14.802  N40 1.010
52 N 16.802 8.786 -8.011  C53 1.300, H56 1.010, H57 1.010
53 C 16.610 7.514 -7.825  N52 1.300, N54 1.279, O55 1.237
54 N 16.001 7.046 -8.848  C53 1.279, H58 1.010, H59 1.010
55 O 17.084 6.844 -6.899  C53 1.237
56 H 17.447 9.252 -7.389  N52 1.010
57 H 16.356 9.204 -8.815  N52 1.010
58 H 15.489 7.631 -9.493  N54 1.010
59 H 15.851 6.047 -8.858  N54 1.010
60 N 13.929 9.187 -16.222  C61 1.323, H64 1.010, H65 1.010
61 C 14.014 7.866 -16.221  N60 1.323, N62 1.245, O63 1.219
62 N 14.125 7.452 -15.053  C61 1.245, H66 1.010, H67 1.010
63 O 14.312 7.106 -17.127  C61 1.219
64 H 13.567 9.698 -15.430  N60 1.010
65 H 14.094 9.711 -17.070  N60 1.010
66 H 13.657 8.002 -14.347  N62 1.010
67 H 14.134 6.443 -15.007  N62 1.010
68 N 9.668 6.256 -11.353  C69 1.298, H72 1.010, H73 1.010
69 C 10.250 6.952 -12.281  N68 1.298, N70 1.264, O71 1.207
70 N 9.891 6.595 -13.440  C69 1.264, H74 1.010, H75 1.010
71 O 11.125 7.746 -12.032  C69 1.207
72 H 9.947 6.420 -10.396  N68 1.010
73 H 8.810 5.805 -11.635  N68 1.010
74 H 9.236 5.828 -13.495  N70 1.010
75 H 10.190 7.224 -14.171  N70 1.010
76 O 15.634 10.211 -11.290  H77 0.957, H78 0.957
77 H 14.864 10.463 -11.800  O76 0.957
78 H 16.374 10.576 -11.776  O76 0.957
79 O 12.768 11.208 -13.085  H80 0.957, H81 0.957
80 H 12.759 11.874 -12.398  O79 0.957
81 H 12.279 10.473 -12.714  O79 0.957
82 O 12.687 13.040 -10.113  H83 0.957, H84 0.957
83 H 11.773 12.880 -9.877  O82 0.957
84 H 13.111 13.273 -9.287  O82 0.957

How positive or negative is each atom? The Löwdin charges in e answer that: -0.0935, -0.2051, -0.1834, -0.4293, -0.0703, 0.0109, 0.0818, 0.0881, 0.0798, 0.1213, 0.1275, 0.1345, 0.0781, 0.0757, 0.0788, 0.0687, 0.0633, -0.1139, -0.1537, -0.2486, -0.4450, -0.0736, 0.0254, 0.0897, 0.0781, 0.0845, 0.1285, 0.1239, 0.1399, 0.0772, 0.0722, 0.0796, 0.0663, 0.0688, -0.0743, -0.1990, -0.2115, -0.3839, -0.0866, 0.0302, 0.0819, 0.0706, 0.0874, 0.1228, 0.1184, 0.1177, 0.0777, 0.0703, 0.0716, 0.0575, 0.0542, 0.1605, -0.7959, 0.1601, 0.0053, 0.1218, 0.0923, 0.1107, 0.1236, 0.1665, -0.8214, 0.1652, 0.0278, 0.0923, 0.1147, 0.1121, 0.1332, 0.1648, -0.8471, 0.1796, 0.0273, 0.1266, 0.1100, 0.1224, 0.1334, -0.0537, 0.0020, 0.0161, -0.0477, 0.0126, 0.0260, -0.0439, 0.0349, 0.0371